[1]
{"formula": "C36H38CoN5P2", "method": "the ωB97M-V functional and the def2-TZVPD basis", "energy_ev": -101594.754, "s_squared": 1.158, "spin_multiplicity": 2, "charge": 1, "elements": ["Co", "C", "P", "C", "C", "C", "C", "C", "C", "C", "C", "C", "C", "C", "C", "C", "C", "C", "C", "C", "P", "C", "C", "C", "C", "C", "C", "C", "C", "C", "C", "C", "C", "N", "H", "H", "H", "H", "H", "H", "H", "H", "H", "H", "H", "H", "H", "H", "H", "H", "H", "H", "H", "H", "H", "H", "H", "H", "H", "H", "C", "N", "C", "N", "C", "N", "C", "N", "C", "C", "H", "H", "H", "H", "H", "H", "H", "H", "H", "H", "H", "H"], "positions_angstrom": [[-0.094715, 0.097391, -0.439968], [2.141285, 2.676791, -1.122968], [0.580985, 2.814691, -2.177168], [-0.455215, 1.939991, -1.026968], [-1.642615, 1.310591, -1.354768], [-2.426715, 0.601591, -0.412868], [-2.823415, 0.984791, 0.920832], [-2.232015, 1.707891, 1.895732], [-0.838215, 2.233991, 1.907932], [0.058185, 4.546291, -1.904668], [0.010685, 5.157091, -0.658068], [-0.388915, 6.477191, -0.558568], [-0.747715, 7.188391, -1.693568], [-0.714315, 6.575591, -2.935168], [-0.308515, 5.258191, -3.041668], [2.581385, 1.277891, -1.200068], [3.820985, 0.807191, -1.649168], [3.746985, -0.575709, -1.668268], [2.456285, -0.913909, -1.237968], [1.876385, -2.276809, -1.097868], [0.029485, -2.090109, -0.995668], [-0.581015, -3.505909, -0.039268], [-1.925515, -3.836109, -0.206768], [-2.498715, -4.837109, 0.551732], [-1.740715, -5.509009, 1.498032], [-0.407515, -5.181509, 1.674032], [0.172185, -4.180009, 0.916032], [-0.392315, -2.531009, -2.714368], [-0.403015, -3.870309, -3.095668], [-0.612315, -4.210109, -4.418168], [-0.812015, -3.218809, -5.366068], [-0.801415, -1.884709, -4.992168], [-0.588715, -1.537609, -3.668668], [1.752185, 0.209191, -0.951668], [1.846585, 2.971691, -0.111768], [2.906385, 3.353091, -1.503668], [-1.976515, 1.230691, -2.391168], [-3.165615, -0.053309, -0.873968], [-3.817215, 0.617891, 1.162532], [-2.832615, 1.940291, 2.766332], [-0.786915, 3.133391, 2.520132], [0.284885, 4.611891, 0.234332], [-0.413015, 6.954891, 0.409932], [-1.050915, 8.221191, -1.610468], [-0.991715, 7.123491, -3.822668], [-0.270115, 4.768191, -4.004868], [4.662885, 1.408791, -1.928068], [4.517885, -1.264809, -1.951168], [2.254385, -2.756509, -0.189868], [2.155985, -2.910509, -1.948468], [-2.507215, -3.307509, -0.949468], [-3.534315, -5.097609, 0.403732], [-2.196315, -6.279109, 2.101532], [0.191285, -5.703809, 2.404132], [1.215785, -3.944709, 1.072432], [-0.241915, -4.638509, -2.352768], [-0.612015, -5.248909, -4.710968], [-0.976215, -3.487509, -6.397668], [-0.955015, -1.117409, -5.736268], [-0.558915, -0.494309, -3.375868], [-0.743015, -0.889409, 2.502132], [0.290585, -0.054509, 1.820532], [0.303185, 1.317691, 2.402732], [0.429585, 1.266091, 3.848432], [-0.629115, 0.456091, 4.434732], [-0.577715, -0.913409, 3.935732], [0.722585, -1.483509, 4.253332], [1.787985, -0.698609, 3.640932], [1.595785, -0.664209, 2.208532], [1.717685, 0.654091, 4.173432], [-0.666415, -1.912109, 2.116732], [-1.733015, -0.494209, 2.282632], [-0.580615, 2.487691, 0.867132], [1.235785, 1.783591, 2.048132], [-1.596415, 0.892191, 4.180332], [-0.519015, 0.441491, 5.521432], [0.760585, -2.507309, 3.876232], [0.862185, -1.499409, 5.335332], [1.615585, -1.689809, 1.837032], [2.417585, -0.104909, 1.753132], [2.527485, 1.256591, 3.751832], [1.837785, 0.618891, 5.257532]], "forces_ev_per_a": [[-0.5, 1.2, -0.3], [-0.2, -0.1, -0.4], [0.0, 0.7, 1.6], [0.8, -1.1, -1.4], [-0.7, -0.2, 1.1], [0.2, 0.0, -0.6], [-0.1, 0.4, 0.8], [-0.1, 0.0, -0.5], [0.0, -0.1, 0.0], [-0.1, -0.4, -0.5], [0.0, 0.0, 0.0], [0.0, 0.0, 0.2], [0.0, 0.0, -0.1], [0.0, 0.1, -0.1], [0.0, 0.0, 0.1], [1.1, 0.3, -0.2], [-0.5, 0.5, 0.2], [-0.4, -0.2, 0.1], [0.3, 0.1, -0.2], [-0.2, 0.0, 0.2], [0.9, -0.5, -0.2], [-0.1, 0.3, 0.1], [0.1, 0.1, 0.0], [-0.1, 0.0, 0.0], [0.0, 0.0, 0.1], [0.0, -0.1, 0.1], [0.1, 0.1, -0.2], [-0.2, 0.2, 0.2], [0.0, 0.1, 0.0], [0.0, -0.1, 0.0], [0.0, 0.1, 0.0], [0.0, 0.0, -0.1], [0.0, 0.0, 0.2], [-0.4, -1.2, 0.2], [0.0, 0.1, -0.1], [0.0, 0.0, 0.1], [0.3, -0.1, 0.1], [0.2, 0.0, 0.0], [0.0, 0.0, 0.0], [-0.1, -0.1, 0.0], [0.0, 0.1, 0.0], [0.0, 0.0, 0.1], [0.0, 0.0, 0.1], [0.0, 0.1, 0.0], [0.0, 0.1, -0.1], [0.0, 0.0, -0.1], [0.1, 0.2, 0.0], [0.2, -0.2, -0.1], [0.0, 0.0, 0.0], [-0.1, 0.1, 0.2], [-0.1, 0.0, -0.1], [-0.1, 0.0, 0.0], [0.0, -0.1, 0.0], [0.0, -0.1, 0.1], [0.0, 0.0, 0.0], [0.0, -0.1, 0.0], [0.0, -0.1, 0.0], [0.0, 0.0, -0.1], [0.0, 0.1, 0.0], [0.0, 0.0, 0.0], [-0.4, -0.2, 0.0], [-0.4, 0.1, -0.5], [0.1, 0.1, -0.2], [0.0, 0.6, 0.2], [-0.1, -0.1, 0.0], [-0.3, -0.2, 0.3], [0.0, -0.1, 0.0], [0.4, -0.2, 0.1], [0.3, -0.1, -0.3], [0.1, 0.0, 0.0], [0.0, 0.2, 0.0], [0.3, -0.3, 0.0], [0.1, 0.1, 0.1], [-0.2, -0.1, -0.1], [0.0, -0.1, 0.2], [0.0, 0.1, -0.1], [0.0, 0.0, 0.0], [0.0, 0.0, 0.0], [0.0, 0.0, -0.1], [-0.1, 0.0, -0.1], [-0.1, 0.0, 0.0], [0.0, 0.0, 0.0]]}

[2]
{"formula": "C5H8N2", "method": "the ωB97M-V functional and the def2-TZVPD basis", "energy_ev": -8290.535, "elements": ["N", "C", "C", "N", "C", "C", "C", "H", "H", "H", "H", "H", "H", "H", "H"], "positions_angstrom": [[2.236759, -0.159443, -0.476440], [0.887468, -0.446746, -0.071159], [0.438522, 0.052951, 1.333162], [0.625018, 0.490046, 2.395877], [-0.074273, 0.090906, -1.044771], [-1.403097, 0.565526, -0.593274], [-1.683160, -0.202173, 0.610889], [2.921531, -0.626616, 0.105972], [2.420589, 0.836420, -0.457452], [0.826327, -1.532875, 0.072890], [0.170013, -0.037752, -2.098676], [-1.447209, 1.653528, -0.448155], [-2.130295, 0.336764, -1.392542], [-1.781872, -1.274989, 0.525626], [-2.006321, 0.254453, 1.538059]], "forces_ev_per_a": [[0.2, 0.1, 0.2], [-0.3, -0.1, 0.8], [1.2, 0.2, 0.0], [-0.3, -0.3, -0.5], [0.2, 0.0, -1.0], [0.0, 0.2, -0.7], [-0.8, -0.1, 1.1], [-0.1, 0.1, 0.0], [0.0, 0.0, 0.0], [-0.1, -0.1, -0.3], [0.0, 0.1, 0.3], [0.0, -0.1, 0.1], [0.1, 0.1, 0.2], [0.0, 0.0, 0.0], [-0.1, -0.1, -0.2]]}

[3]
{"formula": "C6H12N2", "method": "the ωB97M-V functional and the def2-TZVPD basis", "energy_ev": -9393.420, "smiles": "C=C[C@H](C)N(N)C=C", "elements": ["C", "C", "C", "C", "N", "N", "C", "C", "H", "H", "H", "H", "H", "H", "H", "H", "H", "H", "H", "H"], "positions_angstrom": [[2.540311, 0.189313, 1.361160], [1.608824, 0.740742, 0.578112], [0.558541, -0.128304, -0.310378], [0.737963, 0.171829, -1.789427], [-0.745289, 0.194865, 0.250415], [-1.314888, 1.442519, -0.011604], [-1.687167, -0.966900, -0.077279], [-2.346602, -1.674333, 0.841011], [2.628661, -0.888915, 1.469014], [3.232000, 0.798048, 1.937898], [1.547659, 1.823191, 0.496607], [0.810599, -1.170906, -0.095685], [1.796669, 0.238360, -2.062393], [0.301581, -0.625522, -2.398016], [0.284046, 1.109798, -2.124037], [-0.673635, 2.230136, 0.072620], [-2.162940, 1.570356, 0.539168], [-1.872135, -1.115790, -1.139190], [-2.150554, -1.527804, 1.898891], [-3.093646, -2.410682, 0.563115]], "forces_ev_per_a": [[-0.5, 0.3, -0.4], [-0.4, -1.6, -0.9], [1.9, 2.8, 1.5], [0.2, -0.1, -0.7], [-0.9, -4.7, 1.5], [-1.0, 1.1, -1.8], [0.2, 2.1, 0.4], [0.7, 0.6, -0.2], [0.0, 0.1, -0.1], [-0.1, -0.1, -0.1], [-0.1, 0.0, 0.0], [-0.4, 0.2, 0.1], [-0.1, -0.2, 0.2], [0.0, 0.1, 0.0], [-0.1, -0.1, 0.3], [-0.1, -0.6, 0.4], [0.7, -0.1, 0.1], [0.0, 0.0, -0.1], [-0.1, 0.1, -0.1], [0.3, 0.0, -0.1]]}